1.
{"formula": "C30H35As2IrN4O11", "method": "ωB97M-V/def2-TZVPD", "s2": 0.7755, "orbital_gap_ev": [5.3, 5.3], "multiplicity": 2, "charge": 1, "lumo_ev": [-5.393, -5.395], "symbols": ["C", "H", "O", "H", "H", "H", "H", "C", "C", "N", "C", "H", "C", "C", "C", "C", "O", "C", "H", "C", "H", "O", "C", "C", "N", "Ir", "C", "H", "H", "C", "H", "H", "C", "H", "H", "C", "N", "O", "C", "H", "C", "C", "O", "H", "H", "C", "C", "H", "H", "C", "H", "O", "H", "O", "C", "As", "H", "C", "O", "H", "O", "H", "H", "H", "H", "H", "As", "C", "N", "C", "H", "H", "C", "H", "H", "C", "O", "C", "H", "O", "H", "C", "H"], "coordinates": [[-4.359483, -0.685029, -1.894889], [4.842517, -1.363229, -0.841989], [-0.472083, -1.003129, -0.188089], [-1.177683, -0.529129, -5.171389], [-2.611683, 3.934271, 2.935811], [-2.340783, 1.120671, 3.069611], [3.383217, -0.115729, 3.624511], [-0.970183, 2.827871, 0.420711], [0.796117, -3.215629, 1.365611], [3.984117, -0.297029, 1.642411], [-1.016983, 1.484971, 4.726511], [0.448517, 1.566371, 6.288911], [0.953917, -0.201529, -3.616189], [0.128517, 1.066571, 5.387011], [-1.158983, -1.407829, -1.120689], [-1.729983, 3.996771, 2.302811], [6.120817, 0.385571, 1.243711], [2.464617, 1.498671, 2.472811], [1.568717, 2.780971, -3.310089], [0.837817, -4.552729, -0.854089], [-3.259183, -3.776829, -1.718189], [2.491117, 2.445871, 3.187211], [-1.240983, -0.668829, -2.376289], [0.857317, -0.000429, 4.897511], [1.883517, -2.539029, -0.612889], [2.049117, -0.862429, 0.520211], [2.069617, -2.962829, -1.854589], [-5.200183, 4.207671, -1.271089], [-1.572483, 5.019571, 1.958311], [-0.705983, -0.239629, 3.088511], [3.275917, 1.125271, -0.656789], [-4.103683, -1.141929, -0.940989], [-0.478783, -1.374729, -5.144689], [1.736617, -0.335029, 5.430811], [-5.217583, -0.026629, -1.745889], [-2.353583, -3.272629, -2.051689], [1.229317, -2.091529, 1.876811], [-1.993683, 3.142171, 1.191411], [0.719417, 2.975571, -2.658289], [-1.609683, -4.022729, -2.334289], [-1.260083, 1.904571, -0.693989], [-2.478483, 1.474671, -1.018289], [-4.537883, 2.587871, -0.295889], [0.631117, -2.781229, 3.745411], [-1.035383, -0.749929, 2.196511], [1.439317, -4.213129, -2.045889], [-3.635183, 1.633871, -0.088789], [0.229717, -3.919129, 1.968811], [0.274417, -5.436229, -0.632989], [-0.106483, 0.107271, -2.706589], [-4.372583, 3.030571, -2.325489], [0.152317, 3.275271, 0.544411], [3.097417, 0.034171, -1.856889], [-1.859383, -2.532129, -0.948689], [1.149317, -1.918729, 3.303111], [0.494817, 1.455771, -1.407189], [-2.574883, -2.635229, -2.912889], [-1.435383, 0.826971, 3.579511], [1.761217, 1.037871, 1.586211], [-4.652083, -1.447829, -2.618189], [-3.769383, 0.821871, 0.788711], [2.623717, -2.404929, -2.586489], [-0.326983, -1.758229, -6.153289], [4.671817, 1.042071, 3.069911], [5.452417, 0.259771, -1.249489], [-3.423883, 4.077371, -1.222189], [-2.894883, 0.410071, -2.626489], [-4.357883, 3.521571, -1.342389], [3.350917, 0.123371, -0.862489], [0.440317, -0.665729, 3.750011], [-0.883683, -2.170729, -4.510589], [1.456217, -4.779829, -2.955789], [3.819417, 0.420771, 2.788111], [0.920417, 3.871171, -2.072089], [-0.838983, 3.654571, 2.831211], [5.060817, -0.031329, 0.841511], [2.090417, 0.227271, -3.393289], [1.112317, -3.493829, 0.036511], [2.172617, -1.925829, 3.697211], [0.793817, -0.972629, -4.695789], [-1.579183, 2.320871, 5.115411], [4.740617, -0.295129, -0.630889], [-0.179983, 3.119471, -3.257689]], "forces_ev_per_angstrom": [[0.14, -0.08, 0.16], [-0.05, 0.08, 0.00], [0.05, -0.06, -0.05], [0.13, -0.21, -0.05], [0.06, 0.03, -0.03], [-0.09, 0.07, -0.07], [-0.23, 0.00, 0.07], [0.02, 0.25, 0.23], [0.20, 0.45, 0.56], [-2.69, -1.29, -0.72], [0.10, 0.00, 0.10], [0.04, 0.07, 0.05], [1.97, -1.31, 0.94], [-0.14, 0.20, 0.02], [0.24, -2.23, -0.67], [0.23, 0.33, 0.32], [-0.32, -0.08, -0.04], [0.89, 0.38, 1.09], [-0.02, -0.12, 0.05], [0.01, 0.74, 0.98], [0.03, 0.12, -0.03], [0.02, 0.17, 0.04], [1.02, 1.37, 0.52], [-0.05, -0.23, -0.16], [-0.09, 0.13, 1.59], [2.62, 1.60, 1.06], [-0.02, -0.54, -1.01], [0.10, -0.06, -0.06], [-0.03, -0.05, 0.02], [0.09, -0.10, 0.10], [0.05, -0.21, -0.19], [-0.02, 0.01, 0.01], [-0.87, -0.33, -0.27], [0.12, -0.07, 0.06], [0.08, 0.06, -0.01], [-0.06, -0.20, -0.36], [-1.01, -1.13, -0.17], [-0.14, -0.21, -0.27], [0.21, 0.33, 0.44], [-0.01, 0.13, 0.01], [0.22, -0.08, 0.01], [-0.20, 0.17, -0.16], [-0.26, -0.39, 0.38], [0.17, 0.05, -0.14], [-0.07, -0.07, -0.13], [0.49, 0.81, -0.35], [-0.01, -0.14, 0.45], [0.15, 0.01, 0.09], [-0.15, -0.21, 0.09], [-1.17, -0.45, -0.37], [-0.01, 0.13, 0.19], [0.08, -0.05, 0.04], [-0.11, 0.00, 0.18], [0.00, 0.56, 0.75], [0.05, 0.31, 0.71], [-1.64, 1.27, -2.10], [0.03, -0.04, 0.10], [-0.05, 0.05, -0.01], [-1.02, -1.41, -1.85], [0.11, 0.13, -0.02], [-0.17, 0.07, -0.08], [0.18, 0.17, -0.08], [-0.03, 0.05, 0.09], [-0.10, -0.15, -0.09], [-0.15, -0.10, 0.08], [-0.09, -0.05, -0.01], [0.02, 0.33, 0.46], [0.14, 0.39, -0.53], [-0.56, 0.62, -0.32], [-0.11, -0.03, 0.04], [0.05, 0.13, -0.18], [0.03, -0.10, -0.18], [0.28, -0.04, 0.31], [-0.03, 0.03, -0.04], [-0.11, 0.03, -0.02], [0.79, 0.04, -1.19], [-0.22, -0.04, -0.46], [0.03, -0.65, -0.87], [-0.09, -0.06, 0.06], [0.47, 0.75, 0.34], [-0.09, 0.04, 0.04], [0.56, 0.00, 0.32], [0.02, -0.09, 0.17]]}

=====

2.
{"formula": "C30H35BMnN10O2Te", "method": "ωB97M-V/def2-TZVPD", "s2": 1.1039, "orbital_gap_ev": [7.6, 7.6], "multiplicity": 2, "lumo_ev": [0.556, 0.557], "symbols": ["C", "H", "H", "H", "H", "H", "C", "C", "C", "H", "H", "C", "H", "C", "H", "H", "H", "H", "H", "N", "H", "O", "C", "O", "C", "N", "N", "H", "N", "H", "H", "C", "N", "H", "C", "C", "C", "C", "C", "N", "C", "C", "H", "B", "H", "H", "C", "H", "H", "H", "H", "C", "N", "C", "C", "H", "H", "N", "N", "C", "C", "H", "N", "H", "C", "C", "C", "H", "C", "H", "C", "H", "H", "C", "Te", "C", "H", "Mn", "C", "H"], "coordinates": [[1.636582, -4.685204, 1.652812], [0.594159, -0.610685, -4.319625], [-3.371174, 3.676087, 0.291535], [-4.231525, -4.251678, 0.485529], [2.819267, -1.066147, 0.290979], [5.030216, -0.045072, 0.831668], [-2.444135, 1.198041, -7.617963], [1.752201, -1.977358, -1.595228], [1.664560, 3.965187, 3.215289], [0.318867, 4.308180, 1.573822], [-1.411332, 2.221191, -0.984051], [4.170572, 1.854807, 1.366747], [-1.701948, -0.571634, 5.355624], [-3.254633, 1.965678, 1.687434], [3.134582, 0.353447, -0.675169], [2.915141, 4.434778, 1.527739], [-0.557894, 1.231593, -8.645895], [-3.433348, -0.223485, 3.412111], [3.355248, -5.663203, 0.806631], [-0.097729, -0.776271, 2.572339], [3.452773, -4.052571, -1.141868], [0.839300, -1.087046, -1.481278], [-2.428169, -2.988374, 0.122272], [2.558977, -2.110017, -2.501808], [1.726375, 1.701419, 1.484248], [2.888516, 2.349387, 1.835282], [-1.203498, -0.565282, 3.303778], [-3.941993, -0.272018, -4.100452], [1.669356, 0.586060, 0.811876], [0.964800, -1.148468, 5.654082], [0.742896, 0.608611, -6.640811], [0.433530, 3.609944, 2.412589], [0.825055, -2.779834, 0.478672], [1.537539, -5.354927, 2.496013], [0.412797, -0.983876, 4.744817], [-3.814020, -2.488395, 1.747576], [-3.613112, -3.408783, 0.739934], [-0.930480, -0.691005, 4.613176], [0.885679, -1.024463, 3.426218], [-2.483786, 0.866792, 1.673537], [4.101309, 0.352592, 1.241126], [2.642643, -4.853729, 0.709431], [3.946982, -0.078506, 2.234721], [-2.556025, -0.367348, 2.603925], [-0.247378, 1.783854, 1.591730], [1.706392, 3.330453, 4.103109], [2.709514, -3.978308, -0.360858], [-3.326654, 1.247671, -3.457192], [-4.163302, 1.057307, -6.343334], [0.270054, 0.985160, -3.659710], [4.926322, 2.152415, 2.096115], [-1.939900, 2.004560, -0.069161], [0.568708, 2.241587, 1.957301], [-3.084866, 0.965799, -6.410748], [2.881484, 3.709866, 2.352215], [-4.596162, -2.403976, 2.483869], [3.792929, 3.844593, 2.936957], [-1.953750, -1.900634, 0.717290], [-2.808443, -1.597098, 1.712068], [-0.333916, 0.715759, -6.577359], [-0.970738, 0.486337, -5.359853], [-3.981627, 2.116598, 2.468414], [-1.673339, 0.883185, 0.596058], [4.440459, 2.308613, 0.405104], [1.774399, -2.958999, -0.437219], [-2.359402, 0.603958, -5.277393], [0.749881, -3.634697, 1.497876], [1.646168, 5.009440, 3.527542], [-1.063369, 1.067257, -7.702450], [-1.900410, -3.418939, -0.714403], [-2.935820, 2.736545, 0.584913], [1.880229, -1.221435, 3.056885], [-0.056218, -3.468042, 2.203062], [-3.040232, 0.322034, -3.958936], [-1.592762, -0.727878, -2.756669], [2.930501, 0.010247, 0.344128], [-3.020685, 1.472009, -8.492687], [-0.114680, -0.693262, 0.348042], [-0.191632, 0.115312, -4.126051], [-0.466875, 3.674291, 3.021961]], "forces_ev_per_angstrom": [[-0.01, -0.04, -0.05], [-0.01, -0.01, 0.00], [0.01, -0.02, 0.00], [0.01, 0.01, 0.00], [0.05, 0.00, 0.09], [0.00, 0.00, 0.00], [0.01, 0.00, 0.02], [-0.23, 0.03, -0.02], [0.00, -0.02, 0.01], [-0.03, 0.01, -0.02], [0.02, 0.00, 0.03], [0.01, 0.02, 0.04], [-0.02, 0.02, -0.04], [0.03, 0.02, -0.08], [-0.01, -0.08, -0.05], [0.01, 0.02, -0.01], [0.00, 0.01, 0.01], [0.03, -0.02, -0.03], [0.00, 0.02, 0.00], [-0.11, 0.19, -0.34], [-0.01, -0.01, 0.00], [-0.07, 0.40, -0.02], [-0.01, -0.05, 0.06], [0.00, 0.01, -0.04], [0.07, -0.07, 0.10], [-0.05, -0.01, 0.00], [-0.08, -0.08, 0.14], [0.02, -0.03, 0.01], [-0.18, -0.24, -0.39], [-0.01, 0.01, -0.03], [-0.01, 0.00, 0.00], [0.02, -0.07, 0.01], [0.20, 0.64, 0.20], [-0.01, 0.01, -0.01], [0.02, -0.01, -0.07], [0.03, 0.00, -0.04], [0.03, 0.01, -0.03], [0.12, 0.01, 0.00], [0.03, 0.05, 0.04], [-0.10, 0.00, 0.09], [-0.05, 0.00, 0.02], [0.00, 0.03, -0.01], [0.06, -0.03, 0.00], [0.00, -0.03, -0.10], [-0.05, 0.00, -0.01], [0.01, 0.04, 0.03], [-0.03, -0.11, 0.00], [0.02, 0.01, 0.01], [0.01, -0.01, -0.01], [0.01, 0.01, -0.01], [0.01, 0.04, 0.00], [-0.10, 0.01, 0.00], [0.13, 0.00, 0.06], [0.04, 0.00, 0.03], [0.01, -0.03, -0.03], [0.02, 0.02, -0.01], [0.03, -0.02, -0.02], [0.41, -0.05, -0.52], [-0.07, 0.07, 0.03], [-0.03, 0.02, 0.01], [0.00, -0.01, 0.02], [0.01, -0.04, -0.01], [0.52, 0.07, -0.34], [0.01, 0.01, -0.02], [-0.05, -0.23, -0.12], [-0.03, -0.02, -0.01], [-0.14, -0.04, 0.03], [-0.03, 0.00, 0.01], [-0.02, 0.00, 0.01], [-0.01, 0.02, 0.00], [0.02, -0.02, -0.01], [-0.01, 0.02, 0.01], [0.05, 0.04, 0.01], [0.00, -0.01, -0.08], [-0.21, 0.10, -0.20], [0.00, 0.26, -0.03], [0.01, -0.01, 0.00], [-0.34, -0.82, 1.67], [0.04, 0.00, 0.00], [-0.03, 0.00, -0.01]]}

=====

3.
{"formula": "C30H35BrN5OPd", "method": "ωB97M-V/def2-TZVPD", "orbital_gap_ev": 5.3, "charge": -1, "lumo_ev": 2.261, "symbols": ["H", "H", "H", "C", "C", "H", "H", "Pd", "C", "H", "H", "H", "H", "C", "C", "H", "C", "H", "N", "C", "C", "H", "H", "C", "H", "C", "H", "C", "Br", "C", "H", "H", "C", "C", "H", "H", "C", "H", "C", "H", "C", "H", "C", "C", "H", "N", "N", "C", "O", "H", "H", "C", "H", "C", "C", "H", "C", "C", "H", "H", "C", "C", "H", "H", "C", "C", "H", "N", "H", "H", "N", "C", "H"], "coordinates": [[-0.641654, -4.955122, 0.763134], [0.720979, -3.289870, 7.170608], [2.053320, 0.155660, -5.727657], [-2.356215, 0.855113, -1.651091], [1.667280, 0.785818, -2.406715], [-0.630734, -4.998806, 6.033409], [0.037196, -4.106959, 2.673120], [0.901455, 2.433037, 0.444359], [1.760749, 2.112688, -4.935355], [-2.288408, -0.016644, -4.934547], [1.090611, -5.149421, 1.088519], [1.295759, 4.903390, -4.116696], [-0.339538, -1.708911, -1.063413], [0.090947, -2.358847, 3.888050], [-2.119867, 1.996212, -4.252933], [1.904634, 5.855705, -0.938391], [0.571407, -3.236035, 0.164708], [-2.109729, 5.776203, -0.026175], [1.346330, 4.146050, -3.461332], [0.935681, -2.816351, 6.206952], [1.567441, 2.809232, -3.747916], [1.780417, 2.610011, -5.897508], [-1.573421, 6.437355, -1.572358], [-0.217553, -3.043660, 5.218532], [-1.736791, -2.936492, 6.778952], [-1.866548, 4.313465, -1.521004], [2.033113, -3.526805, -1.419733], [0.958476, 5.570398, -1.406473], [0.869204, 1.543427, 2.740296], [-2.384712, 0.071608, -2.788208], [2.201593, -1.992036, -0.539446], [-1.415529, -1.388711, 5.982647], [0.454808, -2.422136, 1.456461], [0.642472, -0.991954, 1.380843], [0.736514, 6.333281, -2.162397], [1.862551, -3.236758, 5.811759], [1.185190, 4.254222, -2.101289], [-1.487400, -2.917362, -0.450827], [1.856738, 0.089085, -3.586062], [0.068258, 4.811648, 0.249869], [0.182410, -3.036284, 2.670679], [1.950484, -0.989024, -3.551361], [-0.480510, -2.766507, -0.850041], [-1.506730, -2.463297, 5.818655], [1.101754, -1.752517, 6.381701], [1.322337, 3.109655, -1.502611], [-1.877464, 4.126761, -2.885632], [-2.084305, 2.777505, -3.103447], [0.867419, -0.368369, 0.298865], [-2.005523, 2.421440, -5.242759], [-1.714830, 4.832909, -3.578589], [1.534631, 2.167186, -2.507997], [-1.240610, -4.780129, 4.388372], [-0.410345, -4.552518, 5.059924], [-1.449192, 5.600933, -0.874715], [0.256742, -0.388373, 4.751274], [-2.216405, 2.229857, -1.820210], [0.565289, -0.349634, 2.653719], [0.488600, -5.030337, 4.665212], [-2.377059, 0.436815, -0.653496], [-2.275092, 0.634362, -4.069238], [1.975258, -3.051496, -0.434186], [-2.347073, -2.625282, 5.140765], [1.569716, 0.301637, -1.438467], [1.909038, 0.741268, -4.827889], [0.301315, -0.984098, 3.845927], [2.725610, -3.514883, 0.211953], [-2.103552, 3.223278, -0.860714], [-0.389504, -3.338625, -1.780064], [-2.465002, -1.003354, -2.690675], [-0.074237, 5.612999, -0.381548], [0.361228, -4.735980, 0.388019], [0.480570, -5.256645, -0.566142]], "forces_ev_per_angstrom": [[0.00, 0.00, 0.01], [0.00, 0.00, 0.00], [0.00, 0.00, 0.00], [0.05, 0.03, -0.04], [-0.06, 0.00, -0.01], [0.00, 0.00, 0.00], [0.00, -0.01, 0.00], [0.26, -0.03, -0.02], [-0.01, 0.01, -0.02], [0.01, 0.00, 0.00], [0.00, 0.00, 0.00], [0.02, 0.01, 0.00], [-0.04, 0.03, -0.02], [0.01, 0.00, 0.00], [-0.01, 0.00, 0.00], [-0.01, -0.03, 0.03], [0.02, -0.03, 0.01], [0.02, 0.00, 0.01], [-0.01, 0.04, -0.02], [0.00, 0.00, 0.00], [0.00, 0.01, 0.02], [0.01, 0.00, 0.00], [-0.03, -0.01, 0.00], [0.00, 0.00, 0.00], [0.00, 0.00, 0.00], [-0.02, -0.02, 0.01], [0.00, -0.02, 0.01], [-0.10, 0.06, 0.02], [-0.07, 0.12, -0.01], [-0.01, -0.04, 0.03], [0.02, -0.01, 0.00], [0.00, 0.00, 0.00], [-0.03, 0.00, 0.00], [0.05, -0.03, 0.05], [0.00, 0.01, 0.01], [0.00, 0.00, 0.00], [0.13, 0.06, 0.05], [-0.01, 0.00, 0.00], [-0.01, 0.03, -0.02], [0.06, 0.01, -0.01], [0.02, 0.00, 0.00], [0.00, -0.01, 0.00], [0.01, 0.04, -0.02], [0.00, 0.00, 0.00], [0.00, 0.00, 0.00], [-0.45, -0.10, 0.07], [0.04, -0.02, 0.02], [0.02, -0.03, -0.01], [-0.04, -0.03, 0.10], [0.01, 0.00, 0.00], [0.04, -0.01, -0.01], [0.03, 0.00, -0.06], [0.00, 0.00, 0.00], [0.00, 0.00, 0.00], [0.06, 0.04, -0.05], [0.00, 0.00, -0.01], [0.01, 0.03, 0.05], [-0.02, 0.02, -0.05], [0.00, 0.00, 0.00], [-0.03, -0.05, -0.02], [-0.01, 0.00, -0.01], [-0.01, 0.01, -0.02], [0.00, 0.00, 0.00], [0.06, -0.01, -0.01], [0.00, -0.01, 0.00], [-0.03, -0.02, 0.00], [0.01, 0.02, 0.01], [0.02, 0.00, 0.03], [-0.01, 0.00, 0.00], [0.02, -0.01, 0.00], [0.01, -0.07, -0.07], [-0.01, 0.01, -0.02], [0.00, 0.00, 0.00]]}